# C2H4N2OS

The molecule C2H4N2OS at a distorted geometry (wB97M-V/def2-TZVPD, OMol25).

## Properties
Kohn-Sham gap   8.709 eV
Energy   -661.57879 Ha
Spin multiplicity   1
SMILES string   NC(=O)C(N)=S
Lowest unoccupied orbital energy   -0.14 eV

```
10
Properties=species:S:1:pos:R:3:forces:R:3
N -1.23535 -1.47387 0.11240 -0.038 -1.441 -0.513
C -1.05294 -0.14048 0.01774 1.237 -1.681 -0.515
O -1.93333 0.65010 -0.08747 -2.097 1.554 -0.058
C 0.38009 0.37342 -0.01596 0.013 1.310 0.634
N 0.36297 1.72326 0.04081 -0.078 -0.133 0.118
S 1.71927 -0.55225 -0.03472 0.205 -0.300 -0.038
H -2.17046 -1.84214 -0.16526 1.321 0.565 0.544
H -0.41216 -2.10846 0.04320 -1.012 0.959 0.079
H 1.22182 2.21866 0.24782 -0.243 -0.187 -0.300
H -0.53710 2.22381 0.04636 0.692 -0.645 0.050
```
Forces are in eV/Å.

---

# C3H8O2

A cluster of 2 separate species, C3H8O2 in total at a distorted geometry (wB97M-V/def2-TZVPD, OMol25).

## Properties
Kohn-Sham gap   10.291 eV
Energy   -269.52289 Ha
Spin multiplicity   1
SMILES string   C=CO.CO
Lowest unoccupied orbital energy   0.66 eV

```
13
Properties=species:S:1:pos:R:3:forces:R:3
C -0.53369 -0.17675 -1.60646 -0.765 0.345 0.400
C 0.43210 -1.03926 -1.32984 0.332 -0.574 0.190
O 0.64930 -1.48029 -0.01834 -0.366 0.338 -0.892
H -0.67297 0.23677 -2.60420 0.202 -0.235 0.246
H -1.26164 0.16584 -0.82772 0.863 -0.428 -0.765
H 1.14382 -1.46193 -2.06970 -0.572 0.488 0.452
H 0.91930 -2.39934 -0.06041 0.189 -0.125 0.132
C -0.77146 1.09313 1.69977 0.630 1.588 0.981
O 0.32206 1.52153 0.87090 -0.472 -1.514 -0.277
H -0.61044 1.66610 2.64223 -0.358 -0.633 -0.395
H -1.73337 1.42073 1.30717 -0.129 -0.063 -0.255
H -0.80947 0.02881 1.91978 0.265 -0.096 -0.136
H 0.49223 0.75037 0.29160 0.180 0.910 0.319
```
Forces are in eV/Å.

---

# C29H37IrN5O

A structure of composition C29H37IrN5O at a distorted geometry (wB97M-V/def2-TZVPD, OMol25).

## Properties
Kohn-Sham gap (spin up / spin down)   4.289 / 6.257 eV
<S²>   6.04
Energy   -1580.37819 Ha
Spin multiplicity   5
Charge   -1
Lowest unoccupied orbital energy (spin up / spin down)   2.64 / 2.62 eV

```
73
Properties=species:S:1:pos:R:3:forces:R:3
Ir 0.75642 -1.04048 0.63553 -0.888 -1.820 0.356
N 0.69285 -2.33602 4.60848 -0.109 -0.553 0.856
N -0.93617 -2.73126 -1.48890 1.692 -0.287 1.996
C 0.85049 1.75858 0.27410 0.722 -0.680 0.897
C 1.85583 0.68968 0.48050 -0.404 1.951 1.155
C 1.76029 0.38544 1.90900 0.732 1.149 -0.438
C 2.92454 -0.01034 2.74503 0.789 2.707 -0.360
H 3.79894 -0.23213 2.12472 -0.114 -0.172 0.420
H 2.52227 -1.06506 3.26096 0.061 -0.603 0.262
H 3.14880 0.71933 3.53511 0.083 -0.096 -0.027
C 0.58846 1.02813 2.43997 0.520 0.486 -0.563
C 0.21977 0.98055 3.87560 -0.402 -0.024 0.528
H 0.75079 1.76246 4.45185 -0.105 -0.178 -0.114
H 0.46680 0.01147 4.34568 -0.050 0.404 -0.230
H -0.85963 1.15392 4.01559 0.308 -0.007 0.027
C 0.06640 1.86786 1.42608 0.583 -0.003 -0.047
C -1.07394 2.80578 1.57521 -0.333 0.112 -0.103
H -1.72506 2.52170 2.41040 0.060 0.075 -0.124
H -1.67797 2.81830 0.65723 -0.006 0.099 0.194
H -0.70525 3.82560 1.75636 -0.220 -0.046 -0.002
C 3.15704 0.55675 -0.22623 0.209 0.266 -0.292
H 3.85948 1.33371 0.10969 0.102 -0.086 -0.144
H 3.02505 0.64406 -1.31012 0.132 -0.025 0.238
H 3.58795 -0.42585 0.00264 0.068 0.179 -0.232
C 0.83496 2.60340 -0.92174 -0.354 0.164 -0.811
H -0.19250 2.86634 -1.20119 0.191 0.151 -0.096
H 1.27171 2.03801 -1.75373 -0.121 0.414 0.073
H 1.41197 3.53553 -0.80763 -0.090 -0.136 0.107
C -0.09766 -3.13881 5.33201 -0.455 0.006 -0.961
H -0.04424 -3.04134 6.42474 -0.046 -0.003 -0.436
C -0.97538 -4.05255 4.73194 0.081 0.059 0.901
H -1.53906 -4.71466 5.37886 -0.188 0.048 -0.106
C -1.08945 -4.09928 3.34041 0.681 0.332 -0.358
H -1.83311 -4.72517 2.84609 0.217 0.078 0.144
C -0.20246 -3.33123 2.59570 -0.587 -0.086 0.215
H -0.21394 -3.26462 1.50424 -0.142 -0.327 0.241
C 0.73436 -2.51328 3.27234 1.021 0.071 0.004
C 1.82472 -1.84793 2.56104 -2.283 -3.631 -1.457
H 2.53534 -2.53361 2.06691 -0.206 0.244 0.255
C -0.14574 -1.68899 -1.13973 -1.092 0.121 -2.340
C -0.68659 -3.10826 -2.79076 0.437 1.566 -0.414
H -1.10030 -3.99458 -3.26747 0.070 0.199 0.317
C 0.09691 -2.15486 -3.37670 -0.754 -0.306 -0.072
H 0.44939 -2.09988 -4.38879 -0.045 0.185 -0.230
N 0.35295 -1.13837 -2.44157 -0.122 -1.364 0.868
C 0.15464 0.18339 -2.96557 -0.093 -0.122 -1.360
C 1.12850 0.64456 -3.88507 -0.703 0.455 0.608
C 0.86165 1.76362 -4.68433 -0.183 -0.259 0.073
H 1.64299 2.09725 -5.36901 -0.193 -0.012 0.055
C -0.36535 2.42869 -4.64204 0.181 -0.225 0.664
C -0.67465 3.57362 -5.56238 -0.052 0.244 -0.133
H -1.26007 4.34650 -5.05723 0.062 -0.042 0.008
H -1.26102 3.25633 -6.43242 0.044 -0.089 0.109
H 0.23510 4.03668 -5.94943 0.006 -0.013 0.060
C -1.29883 1.99310 -3.69669 0.252 -0.506 -0.086
H -2.24531 2.52310 -3.57569 0.138 -0.110 -0.183
C -1.10418 0.83603 -2.92209 0.831 0.121 -0.140
C -2.24571 0.32447 -2.10790 -0.354 0.201 0.514
H -2.69298 -0.58282 -2.53326 0.264 0.052 0.036
H -3.01513 1.10387 -2.11044 -0.113 -0.096 0.049
H -1.97914 0.11486 -1.06213 0.010 -0.019 -0.431
C 2.45552 -0.02935 -3.99484 0.581 0.064 -0.226
H 2.40082 -0.98456 -4.53696 0.031 0.214 0.216
H 2.90198 -0.21466 -3.00955 -0.214 -0.145 -0.338
H 3.12387 0.64249 -4.55286 -0.005 -0.294 0.105
N -2.55057 -0.80550 3.10246 -0.014 -0.155 0.345
C -2.73597 -0.51963 1.78277 2.045 0.018 -1.043
N -4.02951 -0.22934 1.48131 -0.727 0.172 -0.197
O -1.81328 -0.46619 0.93908 -2.019 -0.117 1.767
H -3.37029 -0.97070 3.67420 0.522 -0.076 -0.091
H -1.66527 -1.19969 3.40613 -0.231 0.109 -0.225
H -4.28941 -0.09809 0.51818 0.147 -0.057 0.111
H -4.75447 -0.38609 2.16627 0.144 0.052 -0.364
```
Forces are in eV/Å.

---

# C5H36N2O11

A cluster of 12 separate species, C5H36N2O11 in total at a distorted geometry (wB97M-V/def2-TZVPD, OMol25).

## Properties
Kohn-Sham gap   10.806 eV
Energy   -1148.58542 Ha
Spin multiplicity   1
Charge   +2
Lowest unoccupied orbital energy   -5.33 eV

```
54
Properties=species:S:1:pos:R:3:forces:R:3
C 0.33466 -1.28966 -2.18014 1.945 0.708 -1.334
C 1.38440 -0.29352 -1.54019 0.182 -0.393 -1.191
C 0.84784 0.77202 -0.61350 2.119 1.129 2.037
C 0.15898 1.82694 -1.33955 -4.298 0.706 0.025
C 0.52350 2.54051 -2.36144 4.964 -0.518 -1.319
N -1.32878 2.03611 -0.91579 3.772 6.286 1.923
N 2.50051 -0.97676 -0.70241 -3.595 -7.040 -3.537
H 0.98502 -1.95682 -2.81878 -0.917 0.095 0.906
H -0.34824 -0.82147 -2.93922 0.855 0.104 1.117
H -0.27968 -1.79272 -1.47409 -0.255 -0.701 0.658
H 1.88363 0.20198 -2.43737 -0.774 -1.287 1.943
H 1.63156 1.39704 -0.05203 0.100 -1.059 -1.189
H 0.46866 0.35006 0.32314 -1.290 -0.131 -0.641
H 0.11544 3.18508 -3.08648 -1.514 0.732 -0.020
H 1.66244 2.43891 -2.68892 -2.726 0.313 1.118
H -1.37392 2.40751 0.13925 -0.043 -0.984 -2.399
H -1.81223 2.74518 -1.51534 0.518 -1.011 0.345
H -1.79055 1.23524 -0.89517 -2.828 -4.849 -0.359
H 3.17790 -1.54230 -1.31077 -1.438 0.806 0.784
H 3.03829 -0.36080 -0.29789 3.511 4.650 2.900
H 2.14940 -1.64319 0.14196 0.165 1.790 -2.022
H 0.30070 0.77563 3.47168 1.257 -0.373 0.779
H -0.77299 0.55332 2.70075 0.870 -2.546 0.882
O -0.13697 -0.07168 3.25953 -2.130 3.408 -1.456
H -3.03146 -1.27857 -0.92616 -0.324 1.070 -0.680
H -3.95448 -1.50475 -2.12670 1.079 1.567 0.211
O -3.29776 -0.82108 -1.78608 -1.345 -2.300 -0.454
H 2.74614 1.42095 -3.08670 -1.171 0.481 -1.330
H 3.98558 2.00179 -2.47085 -0.460 -1.791 -0.442
O 3.52658 1.12674 -2.67783 2.989 1.619 1.374
H 1.27040 2.78549 3.54726 0.623 -1.474 -1.550
H 2.00247 1.63993 2.62991 1.646 -0.071 0.157
O 1.19952 2.08029 2.82876 -1.842 2.232 1.388
H -1.63160 0.37917 -4.07245 -1.060 1.173 1.791
H -2.64381 0.38221 -2.89819 -2.878 -2.505 1.307
O -1.96288 0.86714 -3.24879 3.937 1.621 -3.497
H 0.22288 -2.18604 1.76443 0.918 -0.428 -1.455
H 0.82508 -1.06879 2.27261 0.709 0.920 -0.258
O 0.98989 -1.62973 1.48210 -1.134 -0.618 1.273
H -1.82959 -1.28294 3.03919 -0.650 3.438 -0.800
H -1.11411 -2.00106 4.28543 -1.184 0.489 -1.929
O -1.60425 -2.07426 3.40865 1.436 -4.585 3.142
H -2.37463 -2.18379 0.78820 -0.822 0.835 0.013
H -3.77597 -1.46314 0.96870 -3.280 -0.600 1.598
O -2.96806 -1.37393 0.57179 4.357 -0.469 -0.420
H -2.37265 2.65338 2.24300 -0.651 3.030 2.656
H -3.14194 1.58630 1.50437 -1.121 -0.379 -0.022
O -2.29397 1.96616 1.66597 1.811 -2.624 -2.293
H 3.54342 -0.54663 2.27013 1.066 1.105 -2.581
H 4.74213 -0.45714 1.29001 2.102 -0.595 -0.047
O 3.88091 -0.12131 1.38302 -2.845 -0.426 3.065
H -1.25010 -3.14286 2.17474 -0.544 -0.024 -0.553
H -1.68902 -4.16674 1.11764 -0.345 -1.249 -0.289
O -1.31829 -3.30340 1.19060 0.536 0.724 0.677
```
Forces are in eV/Å.